(1)
# C3H9NO2

A 2-piece molecular cluster, C3H9NO2 overall (ωB97M-V/def2-TZVPD, the OMol25 dataset).

```
! wB97M-V def2-TZVPD RIJCOSX def2/J DEFGRID3
* xyz 0 1
C -1.46 -1.41 -2.31
C -0.21 -0.90 -2.27
O 0.17 0.31 -2.80
H -1.91 -1.80 -1.41
H -2.13 -1.37 -3.16
H 0.37 -1.22 -1.42
H 0.07 0.95 -2.09
N 0.07 0.21 2.50
C 1.18 0.88 1.91
O 0.68 1.62 0.76
H -0.28 -0.60 1.98
H 0.17 -0.23 3.40
H 1.60 1.67 2.53
H 1.95 0.26 1.45
H -0.27 1.65 0.94
*
```

Properties
* molar mass: 91.11 Da
* frontier orbital gap: 0.3589 hartree
* SMILES: C=CO.NCO
* calculated total energy: -324.8455 hartree

Here is what Mulliken gives for the atomic charges, in e: -0.542 -0.048 -0.507 0.212 0.259 0.283 0.337 -0.603 -0.071 -0.547 0.188 0.224 0.276 0.218 0.320

=====

(2)
# C5H8N2O2

One molecule with the formula C5H8N2O2 (ωB97M-V/def2-TZVPD, the OMol25 dataset).

```
! wB97M-V def2-TZVPD RIJCOSX def2/J DEFGRID3
* xyz 0 1
C -0.94 0.29 0.02
C 0.01 -2.03 0.28
C 0.12 1.45 -0.20
C -0.41 -1.02 -0.53
C 2.25 0.42 -0.60
N 1.47 0.99 0.25
N 3.47 -0.12 -0.10
O 3.60 -1.28 0.01
O 4.28 0.74 0.07
H -0.88 0.18 1.17
H -1.97 0.51 -0.52
H -0.09 -2.02 1.28
H 0.43 -2.91 -0.12
H -0.03 1.87 -1.29
H -0.19 2.23 0.39
H -0.41 -1.00 -1.59
H 1.67 1.25 1.19
*
```

Properties
* molar mass: 128.13 Da
* frontier orbital gap: 0.3640 hartree
* calculated total energy: -455.0788 hartree

Here is what Mulliken gives for the atomic charges, in e: -0.457 -0.855 -0.676 -0.098 -0.343 0.002 1.041 -0.580 -0.586 0.241 0.290 0.313 0.274 0.308 0.427 0.370 0.327

=====

(3)
# C3H5N2OS

An isolated ion of composition C3H5N2OS and charge +1 (ωB97M-V/def2-TZVPD, the OMol25 dataset).

```
! wB97M-V def2-TZVPD RIJCOSX def2/J DEFGRID3
* xyz 1 3
C -0.94 0.50 0.35
C 0.86 -0.57 1.16
C 0.92 -0.58 -0.38
N -0.19 0.26 -0.70
N -0.36 0.05 1.44
O 1.23 -0.49 3.59
S 1.94 -0.93 2.38
H -1.82 1.13 0.42
H 1.72 -0.11 -0.86
H 0.83 -1.61 -0.70
H -0.13 0.60 -1.60
H -0.65 0.24 2.50
*
```

Properties
* molar mass: 117.15 Da
* frontier orbital gap (spin up / spin down): 0.2789 / 0.3171 hartree
* calculated total energy: -699.8752 hartree

Here is what Mulliken gives for the atomic charges, in e: -0.156 0.114 -0.299 -0.093 -0.099 -0.408 0.325 0.419 0.352 0.288 0.200 0.357

=====

(4)
# C4H10OSi2

A 2-piece molecular cluster, C4H10OSi2 overall (ωB97M-V/def2-TZVPD, the OMol25 dataset).

```
! wB97M-V def2-TZVPD RIJCOSX def2/J DEFGRID3
* xyz 0 1
C -1.77 -2.04 0.39
C -2.66 1.68 -0.29
C -0.82 -1.15 0.05
C -1.32 1.57 -0.19
O 2.03 -0.43 -0.84
Si 2.94 -0.23 0.51
Si -0.36 0.44 0.94
H -1.68 -3.11 0.20
H -2.46 -1.79 1.32
H -3.29 2.14 -0.98
H -3.12 1.14 0.41
H 0.11 -1.37 -0.53
H -0.81 2.15 -1.06
H 2.39 -0.04 -1.71
H 2.14 -1.01 1.51
H 4.51 -0.17 0.55
H 2.71 1.14 0.95
*
```

Properties
* molar mass: 130.29 Da
* frontier orbital gap: 0.2792 hartree
* calculated total energy: -812.4683 hartree

Here is what Mulliken gives for the atomic charges, in e: -0.580 -0.661 -0.143 -0.068 -0.394 0.411 -0.103 0.307 0.157 0.289 0.231 0.326 0.210 0.322 -0.079 -0.112 -0.112

=====

ΔE to the lowest compared entry with this formula, charge and spin: 79.8; 175.5; 0.0; 91.0 (kcal/mol)